1.
The following is a DFT calculation (ωB97M-V with the def2-TZVPD basis set) of C5H7N in the gas phase.

Computed properties:
* HOMO-LUMO gap: 8.31 eV
* relative energy (zero: lowest compared OMol25 entry of this formula, charge and spin): 101.5 kcal/mol
* M: 81.1 g/mol
* electronic energy: -249.311414 Eh

Each line ends with the Löwdin charge.
Atoms and positions in Å:
C (-2.121747, 0.406201, 0.248656)  -0.0053
N (-0.568845, -0.184195, -0.473679)  -0.1617
C (0.131483, -1.158460, 0.286259)  -0.0960
C (1.400780, -0.745502, 0.470991)  -0.0631
C (1.558879, 0.519754, -0.223639)  -0.0635
C (0.379322, 0.822148, -0.799548)  -0.0961
H (-2.022653, -0.099168, 1.226432)  -0.0489
H (-1.164743, -0.513172, -1.220460)  0.1316
H (-1.796817, 1.440257, 0.456514)  -0.0486
H (-0.395570, -2.034263, 0.636318)  0.1226
H (2.163158, -1.254071, 1.046843)  0.1030
H (2.458163, 1.121081, -0.254744)  0.1030
H (0.067300, 1.668005, -1.395039)  0.1230

Force components x, y, z for each atom (eV/Å):
0.305 0.080 0.258
-0.157 0.088 0.110
0.107 -0.023 0.068
-0.195 -0.094 -0.008
-0.164 0.093 -0.090
0.084 0.052 0.033
0.009 0.067 -0.117
0.242 -0.177 -0.222
-0.006 -0.091 0.000
0.067 0.128 -0.055
-0.160 0.069 -0.067
-0.165 -0.071 0.001
0.034 -0.122 0.089


2.
The following is a DFT calculation (ωB97M-V with the def2-TZVPD basis set) of C14H25N3O3S in the gas phase.

Computed properties:
* HOMO-LUMO gap: 8.89 eV
* relative energy (zero: lowest compared OMol25 entry of this formula, charge and spin): 0.6 kcal/mol
* M: 315.4 g/mol
* electronic energy: -1336.647519 Eh
* structure (SMILES): CCCCCOC[C@H]1C[C@@H](C/C(C)=N/NC(N)=S)C(=O)O1

Each line ends with the Löwdin charge.
Atoms and positions in Å:
C (4.163886, 4.117135, 1.007517)  -0.1170
C (3.010063, 3.123405, 1.039120)  -0.2760
C (2.373137, 2.951038, -0.338088)  -0.2246
C (1.263639, 1.903854, -0.314761)  -0.1926
C (0.617160, 1.734865, -1.689410)  -0.2134
O (-0.253592, 0.623393, -1.789894)  -0.1388
C (-1.394743, 0.691337, -0.970997)  -0.1654
C (-2.499358, -0.162907, -1.606906)  -0.2402
C (-2.063520, -1.622754, -1.831705)  -0.0639
C (-3.024547, -2.452991, -0.986049)  -0.1798
C (-2.342140, -3.358774, 0.058649)  -0.0871
C (-1.474674, -2.584573, 1.007729)  -0.3237
C (-2.075666, -2.080880, 2.287157)  -0.0098
N (-0.266945, -2.406195, 0.640990)  0.0788
N (0.616487, -1.731109, 1.402688)  -0.0258
C (1.892085, -1.528371, 0.977140)  -0.9636
N (2.199762, -1.987864, -0.244195)  0.1098
S (2.960662, -0.739630, 1.955897)  0.6034
C (-3.923575, -1.419281, -0.316172)  -0.4594
O (-4.799354, -1.644239, 0.468697)  0.1286
O (-3.616672, -0.186812, -0.727818)  0.0840
H (4.942448, 3.774935, 0.329359)  0.0699
H (4.597733, 4.228128, 1.998063)  0.0667
H (3.820789, 5.093344, 0.670110)  0.0688
H (3.371612, 2.155471, 1.390645)  0.0664
H (2.252543, 3.468787, 1.746110)  0.1105
H (1.966523, 3.907692, -0.676309)  0.1165
H (3.140212, 2.645902, -1.053351)  0.1168
H (1.681295, 0.947053, 0.000692)  0.0738
H (0.506672, 2.197140, 0.416043)  0.1177
H (1.385673, 1.542804, -2.442195)  0.1278
H (0.078904, 2.654865, -1.963768)  0.1277
H (-1.751990, 1.724723, -0.874469)  0.1383
H (-1.179839, 0.304501, 0.035726)  0.1249
H (-2.822159, 0.312621, -2.539288)  0.1590
H (-2.116748, -1.882585, -2.886219)  0.1252
H (-1.035743, -1.749884, -1.495309)  0.0960
H (-3.666828, -3.087818, -1.603526)  0.1577
H (-1.730460, -4.087596, -0.474574)  0.1248
H (-3.119045, -3.880078, 0.618789)  0.1257
H (-3.155196, -2.190143, 2.272303)  0.0748
H (-1.680218, -2.643724, 3.134832)  0.0946
H (-1.838459, -1.027044, 2.442685)  0.0863
H (0.385013, -1.382684, 2.329229)  0.1192
H (3.121190, -1.833388, -0.609506)  0.0977
H (1.483981, -2.431664, -0.795659)  0.0894

Force components x, y, z for each atom (eV/Å):
-0.181 -0.140 0.113
0.138 0.162 -0.269
-0.204 -0.219 0.333
-0.081 -0.006 -0.445
0.243 0.126 0.214
-0.314 -0.222 -0.095
-0.282 -0.061 0.033
0.783 0.188 -0.448
-0.017 0.064 -0.064
0.032 0.051 0.033
-0.094 0.059 -0.181
0.099 -0.007 0.150
0.196 0.086 -0.010
0.015 -0.460 -0.581
-0.436 0.229 0.536
0.197 -0.092 -0.220
-0.396 -0.084 0.041
0.395 0.229 0.358
-0.099 -0.658 -0.052
-0.061 0.082 0.094
-0.214 0.445 0.235
0.124 0.008 -0.073
0.115 0.082 0.068
0.026 0.135 -0.035
-0.085 -0.035 0.038
-0.053 -0.067 0.056
0.048 0.089 -0.077
0.059 0.032 -0.088
-0.021 -0.037 0.054
-0.034 -0.034 0.088
-0.015 0.124 0.037
0.031 -0.063 -0.042
0.031 -0.025 0.034
-0.036 0.035 -0.001
0.028 -0.073 0.144
0.022 -0.026 0.003
-0.046 0.000 -0.123
-0.010 0.107 0.074
-0.046 -0.007 0.053
0.018 -0.064 -0.017
-0.034 0.017 0.025
0.026 -0.011 0.082
-0.008 0.079 0.063
0.133 -0.060 -0.212
-0.014 0.036 0.120
0.019 -0.014 -0.047


> What is the formula in the first record?

C5H7N


> Which of these has the lowest electronic energy?

C14H25N3O3S


> What is the formula in the second record?

C14H25N3O3S


> Among the records above, which one has the lowest electronic energy?

C14H25N3O3S